Formula: C27H26ClNO3PSZn
Source: OMol25
Level of theory: ωB97M-V/def2-TZVPD

Geometry as XYZ:
```
61
Properties=species:S:1:pos:R:3:forces:R:3
Zn -0.019858 -0.506553 -0.723713 0.26 0.48 -0.18
Cl 3.016657 0.446734 -0.156339 0.03 0.05 0.02
C 2.651554 2.138671 -0.379770 -0.05 0.04 -0.02
C 3.647649 2.962849 -0.869688 0.03 -0.06 0.01
C 3.377805 4.310128 -1.052589 0.00 0.01 0.00
C 2.125180 4.819646 -0.748032 -0.02 0.01 0.00
C 1.134309 3.981815 -0.261002 0.01 -0.01 0.02
C 1.382735 2.624108 -0.064457 0.01 -0.09 0.02
P 0.091830 1.495509 0.534445 0.04 0.07 -0.07
C -1.444206 2.441282 0.477343 0.04 0.02 0.07
C -1.893262 3.166216 1.579066 0.03 0.00 0.03
C -3.056445 3.913155 1.483184 -0.05 0.01 -0.04
C -3.769631 3.941471 0.290740 0.03 0.00 0.06
C -3.324244 3.219572 -0.807455 0.00 -0.01 0.00
C -2.165522 2.464296 -0.713541 -0.02 0.01 -0.03
C 0.424961 1.168584 2.277650 -0.17 -0.14 -0.05
C 1.428238 1.793190 3.003258 0.08 0.04 0.04
C 1.597083 1.484615 4.348404 0.01 0.01 -0.04
C 0.762854 0.563751 4.962308 -0.04 -0.02 -0.02
C -0.246232 -0.060989 4.235432 0.04 0.01 0.04
C -0.411895 0.234312 2.894253 0.08 0.04 0.03
H 4.618693 2.549949 -1.104809 0.00 0.00 0.00
H 4.152023 4.959691 -1.437869 0.00 0.00 0.00
H 1.915580 5.870640 -0.892132 0.00 0.00 0.00
H 0.156282 4.383843 -0.031868 -0.01 -0.01 0.00
H -1.339159 3.143477 2.510433 -0.02 0.00 -0.03
H -3.406617 4.472687 2.340098 -0.01 0.00 0.00
H -4.678727 4.523553 0.219765 0.00 0.00 0.00
H -3.883339 3.238142 -1.733305 0.01 -0.01 0.00
H -1.822048 1.896828 -1.570789 0.01 -0.03 -0.04
H 2.079118 2.517924 2.528115 -0.02 -0.01 0.01
H 2.381960 1.968344 4.914193 -0.01 0.00 0.00
H 0.895219 0.330034 6.010320 0.00 0.00 0.00
H -0.899649 -0.777656 4.715478 0.00 0.00 0.01
H -1.199349 -0.250800 2.326629 -0.02 -0.01 -0.02
C 0.238509 -3.545940 1.972582 -0.03 0.12 0.10
C 0.187446 -3.234937 0.487970 0.20 -0.13 0.10
C 0.703376 -4.388908 -0.358808 0.03 0.01 0.00
O 0.990727 -2.050532 0.209454 -0.17 -0.09 0.03
C -1.252267 -2.913658 0.066279 0.00 -0.17 0.06
O -2.082452 -3.787246 0.180057 -0.07 -0.01 -0.11
O -1.471075 -1.735190 -0.435408 -0.34 0.12 0.10
H 1.249726 -3.826810 2.273660 0.01 0.01 -0.01
H -0.431860 -4.375353 2.188319 -0.01 0.00 0.00
H -0.074998 -2.677576 2.559159 0.05 -0.10 -0.06
H 1.729931 -4.638648 -0.080633 -0.01 0.01 0.00
H 0.684242 -4.127288 -1.418422 0.01 -0.01 -0.04
H 0.079264 -5.266409 -0.202244 -0.01 0.02 0.00
H 1.919411 -2.215304 0.390376 0.13 -0.01 0.04
S 0.254679 -0.226249 -3.024435 0.03 -0.17 0.21
C -0.181818 -1.825645 -3.532843 -0.02 -0.09 -0.09
N -1.262470 -2.447233 -3.009368 0.15 -0.05 -0.20
C -1.674888 -3.682489 -3.356435 0.02 -0.03 -0.02
C -1.011701 -4.373426 -4.330267 -0.01 -0.02 0.00
C 0.109550 -3.775497 -4.914285 0.02 0.00 0.00
C 0.528729 -2.526559 -4.513888 0.02 0.08 -0.07
H -1.713109 -1.994502 -2.212030 -0.19 0.03 0.14
H -2.522999 -4.068893 -2.809736 -0.02 0.04 0.02
H -1.346165 -5.358306 -4.617857 0.00 0.00 0.00
H 0.662619 -4.306231 -5.678515 0.00 0.01 0.01
H 1.408042 -2.060191 -4.936439 -0.06 -0.03 -0.01
```
Positions in Å, forces in eV/Å.

Calculated values
Net charge: +1
Calculated total energy, Eh: -4303.9397
2S+1: 1



Formula: C32H43N9OSTl
Source: OMol25
Level of theory: ωB97M-V/def2-TZVPD

Geometry as XYZ:
```
87
Properties=species:S:1:pos:R:3:forces:R:3
Tl 6.506250 -20.135344 3.040392 0.12 0.57 -0.20
C 4.502512 -27.531645 4.028491 0.02 -0.08 -0.40
C 5.107600 -26.275494 3.465596 -0.13 1.24 0.05
C 5.706330 -26.168630 2.194352 0.58 0.76 0.19
C 6.224978 -24.959962 1.732080 -0.25 -0.01 0.16
C 6.152068 -23.715611 2.462735 -0.88 -0.96 0.70
N 6.480995 -22.538757 1.960549 -0.24 -0.35 1.37
C 6.861435 -22.439282 0.652252 1.29 1.12 -3.41
C 5.869314 -22.446791 -0.380331 1.15 -0.17 0.84
C 6.177971 -22.224481 -1.712904 1.34 -0.09 -0.57
C 7.533592 -22.018956 -2.110960 -0.84 -0.13 0.63
C 8.006987 -21.830305 -3.523633 0.55 -0.57 -0.47
C 8.505464 -21.942806 -1.123353 0.64 0.00 -0.29
C 8.207891 -22.092261 0.220497 -1.28 -0.02 1.51
N 9.237043 -21.835505 1.174862 0.56 0.14 1.67
C 10.563787 -21.571132 0.922451 -0.42 -0.31 0.55
C 11.192787 -21.335360 2.133155 -0.83 -0.53 -0.78
C 10.184726 -21.498368 3.105689 -0.47 -0.01 -0.25
N 8.984357 -21.776960 2.578263 1.37 0.09 -1.64
C 5.550239 -23.853070 3.774472 -0.76 -0.08 0.98
C 5.010566 -25.074388 4.208705 0.23 0.21 0.01
N 5.359759 -22.744883 4.687620 0.79 1.23 0.92
C 4.368748 -22.607900 5.646859 1.25 -0.03 -0.06
C 4.779656 -21.638140 6.547539 -0.74 -0.19 -0.01
C 6.003674 -21.179158 6.089687 1.09 -0.98 -1.43
N 6.426437 -21.833741 4.976519 -1.99 -0.73 0.83
H 3.998092 -28.095882 3.237326 0.18 -0.02 0.10
H 3.745438 -27.266314 4.759574 -0.03 -0.04 0.18
H 5.233950 -28.194476 4.514423 -0.10 0.27 -0.21
H 5.802017 -27.056170 1.594712 0.02 -0.14 -0.27
H 6.675763 -24.842083 0.751796 -0.05 -0.50 0.04
H 4.859780 -22.641841 -0.058557 -0.26 0.00 -0.08
H 5.409357 -22.279597 -2.482973 0.08 0.08 0.25
H 7.286112 -22.196713 -4.272616 0.17 0.57 0.26
H 8.936572 -22.421627 -3.699084 -0.64 0.26 0.23
H 8.333311 -20.789224 -3.680511 -0.50 -0.24 -0.23
H 9.563393 -21.763367 -1.441415 -1.20 -0.10 0.37
H 10.985166 -21.660810 -0.077265 -0.18 0.21 0.47
H 12.239524 -21.168027 2.278238 0.18 0.12 0.08
H 10.346846 -21.443418 4.186190 -0.47 0.05 -0.48
H 4.475024 -25.109459 5.178029 0.64 0.03 -0.67
H 3.519750 -23.274440 5.705723 0.04 0.24 -0.28
H 4.293357 -21.263714 7.444950 -0.12 -0.32 -0.41
H 6.651682 -20.441836 6.550918 -0.10 -0.03 -0.27
N 7.072344 -18.742317 0.623236 -1.31 1.28 -1.66
C 6.543427 -18.132092 -0.244098 1.92 -2.13 2.29
N 6.048147 -17.529065 -1.278262 -1.22 0.74 -0.69
C 6.502256 -17.918435 -2.648933 0.31 -0.31 1.41
C 7.649485 -16.997134 -3.010115 0.46 0.01 -0.27
C 7.240253 -15.502442 -2.906540 1.16 -0.26 0.75
C 6.538369 -15.131323 -1.588238 0.15 0.26 0.30
C 5.501982 -16.149971 -1.090755 0.46 -0.30 -0.32
H 5.663509 -17.832777 -3.329114 -0.25 0.21 -0.10
H 6.764965 -18.996689 -2.596816 0.04 0.70 -0.08
H 7.955289 -17.256855 -4.024276 0.07 0.28 -0.18
H 8.549411 -17.217504 -2.387179 -0.77 0.19 -0.13
H 6.608806 -15.196989 -3.727163 -0.09 -0.09 -0.47
H 8.179321 -14.892436 -2.914083 -0.83 -0.40 -0.40
H 6.044979 -14.172685 -1.770786 -0.03 -0.02 0.27
H 7.309006 -14.944048 -0.820635 -0.35 -0.26 -0.11
H 4.577500 -16.062457 -1.678844 0.17 -0.17 0.17
H 5.256730 -16.032125 -0.018364 0.12 0.01 -0.62
C 5.984318 -15.945047 6.303709 0.54 0.17 -0.22
N 6.854503 -16.294305 5.161987 0.06 -0.48 -0.05
C 6.248896 -16.080695 3.848027 -0.27 0.02 -0.14
C 7.969762 -17.048446 5.300096 -0.38 0.40 0.41
S 8.499750 -18.105874 4.104360 0.15 -0.21 0.07
N 8.654015 -16.842764 6.487607 -0.55 -0.33 -0.49
C 9.145581 -15.485186 6.742888 0.27 -0.46 0.36
C 9.402990 -17.936898 7.081865 0.10 -0.36 -0.55
H 4.956053 -16.169955 6.009945 0.11 0.08 0.10
H 6.089120 -14.873689 6.514714 -0.23 -0.19 0.15
H 6.241922 -16.526424 7.196025 0.08 0.18 -0.31
H 5.473114 -15.314512 3.993102 0.19 -0.33 -0.24
H 5.825078 -16.998314 3.411393 -0.13 0.22 0.36
H 6.975297 -15.710220 3.124672 0.17 0.05 0.19
H 8.501634 -14.762228 6.252839 -0.04 0.05 0.14
H 10.166019 -15.372752 6.334295 -0.27 -0.02 0.18
H 9.171725 -15.324689 7.830705 -0.02 0.17 -0.37
H 8.890638 -18.895417 6.927746 0.04 0.38 -0.12
H 9.470547 -17.784617 8.143859 0.04 0.25 0.53
H 10.414436 -18.045449 6.681898 0.03 0.10 -0.08
C 3.312374 -19.407089 3.512105 0.06 0.21 0.79
O 4.599787 -19.033432 3.107067 0.16 0.48 -0.07
H 2.652454 -18.513904 3.334425 0.34 -0.81 -0.06
H 3.260728 -19.590623 4.634919 -0.07 -0.17 -1.21
H 2.963351 -20.276529 2.919959 -0.25 0.34 0.51
```
Positions in Å, forces in eV/Å.

Calculated values
Net charge: +1
Calculated total energy, Eh: -2383.5214
2S+1: 1



Q: 2S+1 of number 1 (C27H26ClNO3PSZn)?
A: 1